(1)
DFT (ωB97M-V/def2-TZVPD) results for a structure of composition C4H5NO2.

Calculated values
**Kohn-Sham gap**: 10.15 eV
**DFT total energy**: -9809.36544 eV

```
! RIJCOSX wB97M-V def2-TZVPD def2/J DEFGRID3
* xyz 0 1
O 2.3128 -1.2433 -1.2658
C 1.2115 -1.1489 -0.8701
N 0.0324 -1.1691 -0.6084
C -0.8598 -0.6263 0.3773
C -0.3015 0.6412 0.9712
O 1.0317 0.5184 1.5378
C 0.9845 1.1922 0.4366
H -0.4696 0.8677 -1.8227
H -1.0515 -1.3948 1.1365
H -1.8235 -0.3956 -0.0935
H -0.9611 1.2969 1.5310
H -0.2387 1.6047 -1.5615
*
```



(2)
DFT (ωB97M-V/def2-TZVPD) results for a cluster of 2 separate species, C4H5NO2 in total.

Calculated values
**Kohn-Sham gap**: 9.65 eV
**DFT total energy**: -9808.16047 eV

```
! RIJCOSX wB97M-V def2-TZVPD def2/J DEFGRID3
* xyz 0 1
O 0.7035 0.0991 2.5858
C 0.1010 0.2950 1.6020
N -0.7294 0.7294 0.7937
C -0.3540 0.9795 -0.5946
C 0.4922 -0.2033 -1.0282
O 1.8392 -0.3577 -0.4557
C 0.9135 -1.0160 0.1341
H -1.3130 -1.0908 0.4659
H 0.1178 1.9687 -0.6509
H -1.2451 1.0036 -1.2306
H 0.3674 -0.6982 -1.9806
H -0.8930 -1.7094 0.3591
*
```



(3)
DFT (ωB97M-V/def2-TZVPD) results for an isolated molecule of C4H5NO2.

Calculated values
**Kohn-Sham gap**: 9.78 eV
**DFT total energy**: -9811.71867 eV

```
! RIJCOSX wB97M-V def2-TZVPD def2/J DEFGRID3
* xyz 0 1
C 0.0936 0.2664 -1.3484
C 0.4149 0.0752 0.1176
O 1.6553 -0.4835 0.4351
C 0.1054 1.1830 0.9474
N -0.5246 1.7240 1.7703
C -0.9807 -0.6126 1.0081
O -2.0492 -0.7164 0.5026
H -0.9249 0.6322 -1.4642
H 0.1754 -0.6912 -1.8667
H 0.7735 0.9900 -1.7994
H 1.8234 -1.2176 -0.1675
H -0.5621 -1.1493 1.8651
*
```



(4)
DFT (ωB97M-V/def2-TZVPD) results for an isolated molecule of C4H5NO2.

Calculated values
**Kohn-Sham gap (alpha / beta)**: 7.85 / 7.86 eV
**DFT total energy**: -9809.22872 eV

```
! RIJCOSX wB97M-V def2-TZVPD def2/J DEFGRID3
* xyz 0 1
O 1.2067 1.7700 0.2590
C 0.2647 2.0128 -0.4444
C 0.0065 1.0114 -1.5375
O -0.1977 1.0510 -2.7039
N 0.2699 -0.2745 -0.3303
C 0.3589 -1.6207 0.2377
C -0.6321 -0.6365 0.7540
H -0.5432 2.7162 -0.1929
H 1.2211 -1.8317 0.8975
H 0.0451 -2.4926 -0.3271
H -1.6801 -0.8039 0.5013
H -0.4931 -0.2082 1.7571
*
```



(5)
DFT (ωB97M-V/def2-TZVPD) results for an isolated molecule of C4H5NO2.

Calculated values
**Kohn-Sham gap**: 10.01 eV
**DFT total energy**: -9809.90339 eV

```
! RIJCOSX wB97M-V def2-TZVPD def2/J DEFGRID3
* xyz 0 1
O -2.5635 -0.3636 0.2923
C -1.4486 -0.0927 -0.1151
N -0.8111 1.0498 -0.3380
C 0.5449 0.7135 -0.2209
C 0.8764 -0.3616 0.8921
C 0.6243 -0.7793 -0.6654
O -0.8277 -1.0896 -0.5082
H -1.2688 2.1997 -0.3245
H 1.4683 1.2719 -0.5810
H 1.9305 -0.3329 1.3143
H 0.0270 -0.6571 1.5602
H 1.4482 -1.5581 -1.3058
*
```



(6)
DFT (ωB97M-V/def2-TZVPD) results for an isolated molecule of C4H5NO2.

Calculated values
**Kohn-Sham gap**: 10.58 eV
**DFT total energy**: -9813.06592 eV

```
! RIJCOSX wB97M-V def2-TZVPD def2/J DEFGRID3
* xyz 0 1
O -2.1257 0.1437 1.1173
C -1.6761 -0.2825 0.0841
C -0.3825 0.2136 -0.5509
C 0.5524 0.9636 0.4086
N 1.6049 -0.0085 0.7255
C 1.4155 -0.9864 -0.0512
O 0.3655 -0.9618 -0.9201
H -2.1757 -1.0891 -0.4914
H -0.6268 0.7677 -1.4634
H 1.0059 1.8447 -0.0577
H 0.0205 1.2791 1.3101
H 2.0224 -1.8840 -0.1110
*
```



(7)
DFT (ωB97M-V/def2-TZVPD) results for an isolated molecule of C4H5NO2.

Calculated values
**Kohn-Sham gap (alpha / beta)**: 7.01 / 8.05 eV
**DFT total energy**: -9810.75909 eV

```
! RIJCOSX wB97M-V def2-TZVPD def2/J DEFGRID3
* xyz 0 1
O 0.6538 -2.3041 1.5355
C 1.1541 -1.4382 0.8222
C 0.4158 -0.3848 0.2499
C -0.9721 0.1145 0.4395
N -1.1248 0.9279 -0.7919
C 0.1742 1.3873 -0.9856
O 1.0530 0.6193 -0.4475
H 2.2304 -1.4511 0.5461
H -1.3039 0.2650 -1.5600
H -1.7521 -0.6417 0.5090
H -1.0528 0.7919 1.3083
H 0.4870 2.1997 -1.6257
*
```



(8)
DFT (ωB97M-V/def2-TZVPD) results for an isolated molecule of C4H5NO2.

Calculated values
**Kohn-Sham gap**: 9.44 eV
**DFT total energy**: -9809.01169 eV

```
! RIJCOSX wB97M-V def2-TZVPD def2/J DEFGRID3
* xyz 0 1
C 1.4989 1.2928 0.7357
O 0.9774 0.7524 -0.4703
C 0.0206 -0.1451 -0.2968
C -0.7844 -0.5451 -1.4333
C -1.5200 -1.5409 -0.7827
O -1.2955 -1.5892 0.5132
N -0.3491 -0.6273 0.8679
H 0.7290 1.9014 1.2184
H 1.7999 0.4843 1.4065
H 2.3536 1.9025 0.4491
H -1.2482 0.4428 -1.0700
H -2.1821 -2.3286 -1.1378
*
```



(9)
DFT (ωB97M-V/def2-TZVPD) results for an isolated molecule of C4H5NO2.

Calculated values
**Kohn-Sham gap**: 9.72 eV
**DFT total energy**: -9811.86775 eV

```
! RIJCOSX wB97M-V def2-TZVPD def2/J DEFGRID3
* xyz 0 1
H 0.1956 2.9437 -0.2483
N -0.4817 2.2213 -0.0931
C -0.1866 1.0315 0.0188
C 0.9741 0.0834 0.0811
C 0.3625 -1.3916 -0.0513
O -0.9979 -1.4071 -0.0632
C -1.5378 -0.2249 -0.0105
O -2.6881 -0.0442 0.0404
H 1.8098 0.3465 -0.4414
H 1.1699 0.0184 1.1811
H 0.6435 -1.5806 -1.1283
H 0.7367 -1.9965 0.7147
*
```



(10)
DFT (ωB97M-V/def2-TZVPD) results for a cluster of 2 separate species, C4H5NO2 in total.

Calculated values
**Kohn-Sham gap**: 10.24 eV
**DFT total energy**: -9812.60447 eV

```
! RIJCOSX wB97M-V def2-TZVPD def2/J DEFGRID3
* xyz 0 1
C 0.1482 1.4432 0.3673
C -0.6501 0.7685 -0.4602
C -1.6803 -0.1594 0.0798
O -1.8921 -0.3093 1.2634
H 0.9489 2.0838 0.0107
H 0.0236 1.3410 1.4425
H -0.5135 0.7944 -1.5401
H -2.2426 -0.7448 -0.6756
N 1.9206 -0.6849 0.3268
C 1.0664 -1.2843 -0.3204
O 0.2446 -1.8325 -0.9377
H 2.6264 -1.4157 0.4436
*
```



The records above yield energy relative to the best compared isomer or geometry (same formula, charge and spin) values of 114.13 141.92 59.87 117.29 101.73 28.80 82.00 122.29 56.43 39.44 kcal per mole, respectively.